# C50H45BrIrN6O2P2STe

A structure of composition C50H45BrIrN6O2P2STe at a distorted geometry (ωB97M-V with the def2-TZVPD basis set, OMol25).

Properties
maximum force	3.46	eV Å⁻¹
calculated total energy	-175189.62602	eV
lowest unoccupied orbital energy (spin up / spin down)	-2.474 / -4.314	eV
multiplicity	5
E_HOMO (spin up / spin down)	-0.3139 / -0.3426	hartree
molar mass	1255.69	g mol⁻¹
orbital gap (spin up / spin down)	0.2230 / 0.1840	Ha
total charge	+1

Structure (XYZ):
```
109
Properties=species:S:1:pos:R:3:forces:R:3
Ir -0.0312 -1.3154 -0.1248 -3.4 -0.3 -0.1
Te 2.5434 -0.9676 3.9626 1.3 0.8 -0.2
C 3.7927 0.7842 4.4697 -0.6 -0.7 -0.9
C 3.1097 1.9996 4.4788 -1.0 0.5 -0.1
C 3.7526 3.1313 4.9796 -0.4 -0.7 0.1
N 5.0555 3.0914 5.3147 -0.4 0.9 0.4
C 5.7226 1.9602 5.2148 0.9 -1.4 -1.0
C 5.1534 0.7397 4.7690 -0.7 0.7 0.7
C 1.6672 -0.4737 2.1277 0.4 -0.9 0.2
P -0.1027 -0.4872 2.0603 2.1 1.4 -1.3
C -0.7061 -1.0582 3.6559 0.5 -0.7 -1.6
C -1.4516 -0.2907 4.4792 -1.4 0.9 1.9
C -1.8880 -0.8209 5.6925 0.3 -1.0 0.9
C -1.7517 -2.2150 5.9381 -0.4 1.5 -0.1
C -1.2194 -3.0315 4.9578 1.6 1.0 -1.1
C -0.4611 -2.3971 3.9528 -1.6 -0.9 0.0
C -0.8415 1.2841 1.7083 -0.8 0.2 2.3
C -2.3786 1.2972 1.6845 0.5 -0.1 -0.4
C -2.8849 2.4887 1.3714 -0.2 -0.4 -0.8
C -1.8874 3.5832 1.0835 0.8 -0.3 0.7
C -0.9218 3.6631 2.2738 0.2 -1.3 -0.7
C -0.3915 2.4799 2.6240 -0.2 -0.4 0.1
P 2.0925 -0.8775 0.3970 0.4 0.8 2.0
C 2.8702 0.6043 -0.2164 0.9 2.1 -1.3
C 3.0572 0.8047 -1.6133 0.2 1.3 0.8
C 3.6318 1.9974 -2.1067 -0.1 0.1 0.6
C 4.0694 3.0143 -1.2121 -0.7 -2.4 0.5
C 3.9152 2.8063 0.1659 -0.4 0.6 0.3
C 3.3091 1.6339 0.6523 -0.3 -0.2 -0.7
C 3.3934 -2.0476 -0.1252 -0.3 -1.2 1.3
C 4.0540 -2.8971 0.7798 0.6 0.3 0.8
C 5.0062 -3.8591 0.3789 -1.0 1.0 0.3
C 5.2489 -3.9838 -0.9654 -0.2 0.4 -1.1
C 4.5307 -3.2146 -1.9020 -0.1 0.7 1.3
C 3.6122 -2.2316 -1.4716 0.0 -1.3 -1.9
H 2.0375 2.0979 4.1053 1.6 -0.4 0.8
H 3.0878 4.0049 5.2077 1.3 -0.4 -0.4
H 6.8351 1.9076 5.3933 -1.3 0.6 0.1
H 5.7483 -0.1771 4.7622 -0.3 0.3 -0.1
H -1.7268 0.7392 4.3232 0.3 0.2 -0.5
H -2.3025 -0.1499 6.4721 0.2 -0.6 -0.7
H -1.9935 -2.6186 6.8994 -0.7 -0.2 0.3
H -1.2951 -4.0981 4.8724 0.2 -0.5 0.9
H 0.1641 -2.9934 3.2983 -0.1 0.0 -0.2
H -2.9230 0.3504 1.7319 -0.1 0.5 0.1
H -3.9193 2.6377 1.0829 -0.1 0.0 0.4
H -2.3653 4.5349 0.8733 0.0 0.1 -0.1
H -0.6236 4.6241 2.6337 0.0 0.3 0.6
H 0.3015 2.2870 3.4641 -0.5 0.4 -0.7
H 2.7042 0.0538 -2.2932 -0.1 0.1 -0.3
H 3.7084 2.1666 -3.1896 0.0 -0.2 0.5
H 4.5576 3.8828 -1.5548 0.3 0.9 -0.5
H 4.1528 3.6506 0.8753 -0.1 -1.2 -0.8
H 3.0767 1.5269 1.7036 0.2 0.0 0.1
H 3.9224 -2.6989 1.8541 -0.1 -0.3 -0.5
H 5.5373 -4.4812 1.0901 -0.1 0.2 0.1
H 6.0201 -4.6563 -1.3018 0.0 -0.2 -0.2
H 4.7091 -3.3250 -2.9495 0.1 -0.2 -0.5
H 2.9872 -1.7506 -2.2618 0.8 -0.3 0.9
Br -7.9984 5.2766 -8.0512 -0.8 0.2 -0.2
C -6.5519 4.9164 -6.9721 2.5 -0.3 0.1
C -6.5953 4.5987 -5.6238 -1.5 -0.5 1.2
C -5.5015 4.0738 -4.9310 -0.3 0.9 0.2
C -4.2817 3.8948 -5.5672 -1.1 0.7 -3.2
C -4.1397 4.4895 -6.8724 0.3 -1.6 0.8
C -5.2572 4.9117 -7.5690 0.4 0.5 -0.4
N -3.4885 2.8432 -5.1962 0.2 1.6 1.5
N -3.3274 2.6641 -3.9416 1.9 -1.6 0.1
C -2.2442 1.8095 -3.5849 -0.5 0.8 3.1
C -1.9249 0.8045 -4.4795 0.5 -1.3 0.1
C -1.0894 -0.2277 -4.0443 -0.2 -0.7 -1.7
C -0.7157 -0.3982 -2.7035 -0.5 0.2 2.1
O -0.3218 -1.5404 -2.1589 0.8 1.8 -2.2
C -0.9542 0.7052 -1.7837 0.4 -0.7 -2.2
N -0.4888 0.5308 -0.5601 0.1 2.4 0.6
C -0.3737 1.7128 0.3335 0.0 -0.4 -0.7
C -1.0046 3.0924 -0.1354 -1.3 -2.2 1.1
C -1.8568 2.8945 -1.3265 -0.9 1.1 -0.3
C -1.6633 1.8648 -2.2291 -0.8 -0.2 -1.6
H -7.5505 4.5738 -5.0217 1.0 0.4 -1.1
H -5.5881 3.8440 -3.8764 -0.2 -0.4 -0.1
H -3.1425 4.3745 -7.3370 -0.8 0.3 0.0
H -5.0498 5.2088 -8.6183 -0.7 -0.1 0.8
H -2.5132 0.8283 -5.4088 1.0 -0.4 0.2
H -0.7374 -1.0109 -4.7250 -0.5 0.2 0.1
H 0.6656 1.8867 0.4381 1.3 0.1 -0.1
H -0.2245 3.8052 -0.2892 0.7 0.5 -0.3
H -2.6920 3.6003 -1.4308 0.5 -0.2 -0.4
N -3.8873 -3.8367 -0.1159 1.5 1.2 -0.9
C -3.0224 -2.9660 0.5024 -0.9 0.9 -1.0
N -2.7979 -3.1341 1.7882 -0.5 -1.7 0.0
S -2.5356 -1.5488 -0.3829 -0.4 -1.1 0.5
H -3.9735 -4.7721 0.2419 -0.2 -0.2 0.0
H -3.8170 -3.7178 -1.1423 -0.4 -0.4 1.0
H -3.1792 -3.9871 2.1910 0.3 0.4 0.2
H -2.1194 -2.6361 2.3236 0.3 0.6 0.2
C 0.5200 -5.4619 -1.5422 -0.4 -0.1 0.8
C 0.7917 -5.5969 -0.0089 0.9 -1.0 0.3
C 0.5936 -4.2474 0.6992 -1.4 -0.7 -0.8
O -0.0475 -3.4528 -0.3269 0.7 -0.3 -0.8
C 0.3315 -3.9908 -1.7425 -0.7 1.2 0.8
H -0.3863 -6.0218 -1.8486 0.3 0.5 0.4
H 1.2897 -5.9130 -2.1474 0.6 0.2 -0.1
H 1.8218 -5.9760 0.1940 -0.9 0.1 -0.2
H 0.0512 -6.2994 0.3895 0.5 -0.1 0.1
H 1.5070 -3.7484 1.0689 -0.5 -0.3 -0.1
H -0.2316 -4.3868 1.4558 1.3 0.5 -0.3
H 1.1308 -3.3260 -2.0660 0.5 -0.7 0.1
H -0.4993 -3.7179 -2.3923 -0.1 -0.2 0.4
```
Positions in Å, forces in eV/Å.

# C50H45KN10O9

A structure of composition C50H45KN10O9 at a distorted geometry (ωB97M-V with the def2-TZVPD basis set, OMol25).

Properties
maximum force	1.95	eV Å⁻¹
calculated total energy	-102224.15683	eV
lowest unoccupied orbital energy (spin up / spin down)	3.661 / 3.662	eV
multiplicity	1
E_HOMO (spin up / spin down)	-0.0338 / -0.0202	hartree
molar mass	969.07	g mol⁻¹
orbital gap (spin up / spin down)	0.1683 / 0.1547	Ha
total charge	-2

Structure (XYZ):
```
115
Properties=species:S:1:pos:R:3:forces:R:3
K 0.2647 0.0694 -2.2904 -0.3 -1.2 1.5
C -4.6167 1.8577 8.5415 0.0 -0.1 0.1
O -5.3692 1.7377 7.3592 0.0 0.1 -0.2
C -4.6762 1.3156 6.2358 0.0 0.0 0.1
C -5.1627 1.7229 4.9988 0.0 0.0 0.1
C -4.5189 1.3419 3.8382 0.0 0.0 0.0
C -3.3526 0.5621 3.8642 -0.1 0.0 0.0
C -2.9105 0.1284 5.1183 0.0 0.0 -0.1
C -3.5567 0.4969 6.2892 -0.1 0.1 0.1
C -2.5955 0.2494 2.6711 0.1 0.1 0.0
C -2.5691 0.9480 1.4856 0.0 0.0 0.0
C -3.0854 2.1528 0.9181 0.0 0.0 0.0
C -2.1658 2.5694 0.0165 -0.2 -0.1 0.0
C -1.0080 1.7107 -0.0219 0.6 0.4 0.4
N -1.5181 0.5118 0.6727 -0.2 -0.5 -0.6
C 0.2390 2.3930 -0.0998 -0.2 -0.4 0.4
C 1.5900 1.9847 -0.2077 0.2 0.2 0.2
C 2.7553 2.7400 0.2192 -0.1 0.0 0.0
C 3.8212 1.8940 0.0983 0.0 -0.1 0.0
C 3.2992 0.6430 -0.4137 0.0 0.1 0.0
C 3.9074 -0.6268 -0.6280 0.0 -0.3 0.1
C 5.3450 -0.8299 -0.5765 0.0 0.1 -0.1
C 5.8858 -2.0199 -0.0783 0.0 0.0 0.0
C 7.2541 -2.2058 0.0601 0.1 0.0 0.0
C 8.1291 -1.1869 -0.2953 0.1 0.0 0.0
O 9.5051 -1.2684 -0.1691 -0.1 0.1 0.0
C 9.9968 -2.2610 0.6951 0.0 -0.1 0.0
C 7.6219 -0.0096 -0.8372 0.1 -0.1 0.0
C 6.2600 0.1553 -0.9854 0.0 0.0 -0.1
C 3.0135 -1.7417 -0.7866 0.1 0.2 -0.1
N 1.7672 -1.6635 -0.3275 0.1 -0.1 0.3
C 1.0218 -2.6540 -0.8553 0.1 -0.1 0.3
C -0.3138 -2.6383 -0.4068 0.2 0.1 0.2
C -1.3915 -3.5262 -0.7733 0.0 0.0 -0.1
C -1.2310 -4.6460 -1.6134 0.0 0.1 0.0
C -2.2877 -5.4748 -1.9365 -0.1 0.0 0.0
C -3.5633 -5.2228 -1.4418 -0.1 0.0 0.0
O -4.5574 -6.1164 -1.8086 0.2 0.1 0.0
C -5.8073 -5.9594 -1.1856 0.0 0.0 0.0
C -3.7637 -4.1106 -0.6303 0.0 -0.1 -0.1
C -2.6958 -3.2907 -0.3040 0.0 0.0 0.0
C -0.5127 -1.9113 0.8903 -0.1 0.0 -0.1
C -0.5223 -2.6514 2.0526 0.0 0.0 0.0
C -1.1996 -1.9697 3.0852 0.0 0.0 0.1
C -1.5783 -0.7597 2.5471 0.0 0.0 0.0
N -1.0392 -0.6643 1.2644 0.3 0.2 0.2
C 1.8777 -3.4685 -1.7011 -0.1 0.0 -0.1
C 3.1350 -2.9128 -1.6239 0.0 0.0 -0.1
N 1.9793 0.7715 -0.6132 0.0 0.2 0.1
C 0.1243 3.8542 0.2079 0.1 0.2 -0.4
C 0.4828 4.8305 -0.7169 0.0 0.0 0.0
C 0.4300 6.1770 -0.3957 0.0 0.0 0.1
C 0.0344 6.5696 0.8771 0.0 0.1 0.0
O 0.0119 7.9279 1.1147 0.0 -0.1 -0.1
C -0.3358 8.3429 2.4128 0.0 0.0 0.0
C -0.3112 5.6082 1.8226 0.0 0.1 0.0
C -0.2662 4.2660 1.4757 0.0 0.0 0.0
H -4.4791 0.8903 9.0375 0.0 0.0 0.0
H -3.6326 2.2916 8.3413 0.0 0.0 0.0
H -5.1761 2.5152 9.2066 0.0 0.0 0.0
H -6.0540 2.3361 4.9640 0.0 0.0 0.0
H -4.9282 1.6487 2.8862 0.0 0.0 0.0
H -2.0238 -0.4867 5.1750 0.1 0.0 0.0
H -3.1773 0.1403 7.2379 0.0 0.0 0.0
H -4.0050 2.6444 1.1775 0.0 0.0 0.0
H -2.2261 3.4669 -0.5762 0.0 0.0 0.0
H 2.7670 3.7488 0.6025 0.0 0.0 0.0
H 4.8425 2.1054 0.3742 0.0 0.0 0.0
H 5.2087 -2.8048 0.2324 0.0 0.0 0.0
H 7.6199 -3.1411 0.4614 0.0 0.0 0.0
H 11.0586 -2.0594 0.8273 0.0 0.0 0.0
H 9.8785 -3.2658 0.2746 0.0 0.0 0.0
H 9.4943 -2.2251 1.6672 0.0 0.0 0.0
H 8.3146 0.7637 -1.1457 0.0 0.0 0.0
H 5.8816 1.0594 -1.4442 0.0 0.0 0.0
H -0.2589 -4.8710 -2.0187 0.0 0.0 0.0
H -2.1400 -6.3370 -2.5743 0.0 0.0 0.0
H -5.7138 -5.9476 -0.0953 0.0 0.0 0.0
H -6.4129 -6.8139 -1.4860 0.0 0.0 0.0
H -6.3072 -5.0390 -1.5031 0.0 0.0 0.0
H -4.7447 -3.8607 -0.2525 0.0 0.0 0.0
H -2.8789 -2.4276 0.3220 0.0 0.0 0.1
H -0.1465 -3.6606 2.0942 0.0 -0.1 0.0
H -1.4748 -2.3634 4.0478 -0.1 0.0 0.0
H 1.6170 -4.3399 -2.2804 0.0 0.0 0.0
H 4.0193 -3.2371 -2.1550 0.0 0.0 0.0
H 0.8034 4.5221 -1.7043 0.0 0.0 0.0
H 0.6943 6.9377 -1.1175 0.0 0.0 0.0
H -0.2592 9.4286 2.4191 0.0 0.0 0.0
H 0.3447 7.9297 3.1635 0.0 0.0 0.0
H -1.3600 8.0539 2.6681 0.0 0.0 0.0
H -0.6189 5.8825 2.8205 0.0 0.0 0.0
H -0.5405 3.5165 2.2073 0.0 0.0 0.0
N -2.2714 -1.8373 -3.2419 -0.1 0.3 0.1
N -2.2235 -1.8664 -4.6455 -0.6 0.2 -0.1
C -1.6510 -0.8022 -5.2643 1.3 -1.0 0.0
N -1.6752 -0.7982 -6.6230 -0.4 0.5 -0.1
N -0.7848 -0.1403 -4.4996 -0.7 0.3 -0.4
N -0.1845 0.9571 -4.9578 0.2 0.1 0.0
O 0.4653 1.5820 -4.1153 0.1 0.6 -0.7
O -0.2417 1.3409 -6.1165 -0.1 0.2 -0.8
H -2.4632 -2.7686 -2.8996 0.1 0.0 -0.1
H -3.0001 -1.1760 -2.9460 -0.1 -0.1 -0.2
H -3.0824 -2.1603 -5.1061 0.2 0.1 0.1
H -2.5882 -1.0209 -6.9949 0.0 0.0 0.0
H -1.3266 0.0948 -6.9644 0.0 -0.2 0.0
C 3.2501 -0.3900 -3.9635 0.0 0.0 -0.1
O 2.2999 -1.4025 -4.2546 -0.2 0.1 0.1
H 4.2039 -0.8212 -3.6425 0.0 0.1 0.0
H 2.8984 0.2971 -3.1887 0.1 0.0 0.0
H 3.4045 0.1822 -4.8776 0.0 0.0 0.0
H 2.1777 -1.9260 -3.4475 0.1 -0.1 -0.1
O -3.5383 0.6735 -5.3054 -0.3 0.0 0.2
N -4.4399 0.9597 -4.4740 -0.1 0.0 0.0
O -4.4851 0.2791 -3.4347 0.2 0.0 -0.3
```
Positions in Å, forces in eV/Å.